No. 1
Computed, not measured: C10H11P in the gas phase at a distorted geometry, with ωB97M-V/def2-TZVPD.

Last column: natural (NBO) charge in e.
Cartesian coordinates (Å):
1 C -2.8276 -0.2329 -0.4754  -0.2047
2 C -2.2027 -1.3958 -0.1489  -0.2157
3 C -2.1493 1.0177 -0.4921  -0.2018
4 C -0.8656 -1.3637 0.0810  -0.2020
5 C -0.8144 1.0078 -0.2257  -0.0882
6 C -0.1585 -0.1987 0.0054  0.0096
7 C 0.1810 2.0754 -0.1347  -0.2012
8 C 1.4299 1.5344 0.0317  -0.1794
9 C 1.3537 -0.0203 0.2119  -0.3467
10 C 1.8419 -0.4976 1.5658  -0.6004
11 P 2.3419 -0.4956 -1.2894  0.3416
12 H -3.9016 -0.4761 -0.7083  0.2153
13 H -2.7792 -2.2513 0.0326  0.2092
14 H -2.7667 1.9405 -0.6887  0.2225
15 H -0.4234 -2.2960 0.2911  0.2062
16 H 0.0988 3.1352 -0.4123  0.2259
17 H 2.3489 2.0098 0.3260  0.2191
18 H 2.9349 -0.2337 1.6228  0.2077
19 H 1.7553 -1.5257 1.7342  0.2168
20 H 1.4851 0.0718 2.3956  0.2228
21 H 1.4088 0.0048 -2.0979  -0.0303
22 H 1.7087 -1.8101 -1.6246  -0.0263

**ΔE to the lowest compared entry with this formula, charge and spin**: 94.8 kJ/mol
**Structure (SMILES)**: C[C@]1(P)C=Cc2ccccc21
**Energy**: -19835.46325 eV
**LUMO level**: 0.68 eV
**HOMO**: -8.521 eV


No. 2
Computed, not measured: a molecular structure, C10H12BaN2O6 at a distorted geometry, with ωB97M-V/def2-TZVPD.

Last column: Mulliken charge in e.
Cartesian coordinates (Å):
1 O 0.0022 3.3281 -2.5849  -0.1065
2 C -0.0011 2.1618 -2.6337  -0.2300
3 Ba -0.0006 -0.0021 -2.3018  3.9229
4 O -0.0002 -0.0001 -5.8273  -0.0699
5 C -0.0003 0.0000 -4.6759  0.1232
6 C 0.0002 -2.1613 -2.6341  -0.2276
7 O -0.0032 -3.3281 -2.5853  -0.1121
8 C -2.1653 0.0027 -2.6279  -0.2656
9 O -3.3284 0.0007 -2.5850  -0.0974
10 C 2.1645 -0.0032 -2.6278  -0.2501
11 O 3.3276 -0.0013 -2.5844  -0.1002
12 C 0.7599 2.3841 0.6631  -0.6344
13 N 0.3828 1.1953 1.4808  -0.0423
14 C 0.4373 1.3725 2.9138  -1.1889
15 C 0.0091 0.0241 0.9417  0.6189
16 O 0.0001 -0.0029 -0.2423  -1.2235
17 N -0.3583 -1.1259 1.5322  -0.0111
18 C -0.4494 -1.4107 2.9608  -1.2214
19 C -0.7448 -2.3377 0.7054  -0.8257
20 H 1.0293 3.2261 1.3222  0.3272
21 H -0.0796 2.7229 0.0447  0.1526
22 H 1.6353 2.1750 0.0328  0.2056
23 H -0.5886 1.2440 3.2754  0.3984
24 H 1.1996 0.6749 3.2769  0.4042
25 H 0.7543 2.3702 3.2030  0.3851
26 H -1.4943 -1.6491 3.1765  0.3907
27 H 0.2650 -2.2097 3.1771  0.3926
28 H -0.2046 -0.6425 3.6944  0.4767
29 H -1.6191 -2.1405 0.0675  0.2577
30 H 0.0858 -2.6867 0.0778  0.1861
31 H -1.0153 -3.1804 1.3642  0.3648

**Total charge**: +2
**Energy**: -26494.39677 eV
**LUMO level**: -9.69 eV
**HOMO**: -15.691 eV


No. 3
Computed, not measured: C10H12BrO2P in the gas phase at a distorted geometry, with ωB97M-V/def2-TZVPD.

Last column: natural (NBO) charge in e.
Cartesian coordinates (Å):
1 C 3.3808 -0.9761 -1.0804  -0.1929
2 C 2.5812 -0.4911 -2.1334  -0.2170
3 C 2.7536 -1.2619 0.1423  -0.2173
4 C 1.2639 -0.3227 -1.9750  -0.2084
5 C 1.4011 -1.0833 0.3284  -0.1760
6 C 0.5791 -0.6521 -0.7591  -0.0559
7 C -1.7379 -1.3195 -1.4145  -0.2172
8 C -0.9205 -0.5456 -0.6512  -0.4277
9 C -0.3440 1.3593 2.7396  -0.2504
10 C -2.6916 1.6885 -0.0725  -1.0108
11 O -2.3906 -0.5447 1.7311  -1.0741
12 O -0.3627 1.0458 1.3792  -0.8106
13 P -1.7065 0.3003 0.7698  2.1421
14 Br -3.5962 -1.1872 -1.3432  0.0983
15 H 4.3963 -1.0953 -1.1344  0.2063
16 H 3.1471 -0.3210 -3.0163  0.2134
17 H 3.3392 -1.6355 0.9964  0.2135
18 H 0.8117 -0.0710 -2.9595  0.2198
19 H 0.9873 -1.5047 1.3308  0.2293
20 H -1.3041 -1.8244 -2.2151  0.2159
21 H 0.5214 1.9875 2.9524  0.1933
22 H -0.3464 0.3489 3.4706  0.1893
23 H -1.1376 2.0258 2.9896  0.1742
24 H -2.7450 2.4913 0.7416  0.2382
25 H -2.1180 2.1927 -0.7797  0.2520
26 H -3.7616 1.3961 -0.0374  0.2727

**ΔE to the lowest compared entry with this formula, charge and spin**: 0.0 kJ/mol
**Structure (SMILES)**: CO[P@](C)(=O)/C(=C\Br)c1ccccc1
**Energy**: -93990.13358 eV
**LUMO level**: 0.36 eV
**HOMO**: -8.893 eV


No. 4
Computed, not measured: a molecular structure, C10H12Cl28FO2PSi2 at a distorted geometry, with ωB97M-V/def2-TZVPD.

Last column: natural (NBO) charge in e.
Cartesian coordinates (Å):
1 C 1.6933 0.3715 -0.3679  -0.6669
2 C 0.6704 0.7760 -1.4493  -0.2118
3 F 1.2512 0.5722 -2.7329  -0.3933
4 Si 0.2504 2.6251 -1.3224  1.5672
5 C -1.0647 2.7665 0.0126  -1.1648
6 O 1.6953 3.4054 -0.9387  -1.2273
7 Si 1.6965 5.0697 -1.1726  1.1759
8 P -0.6031 3.1738 -3.3190  0.9665
9 O -1.6979 2.1362 -3.5261  -1.1056
10 H 2.6378 0.2356 -0.8894  0.2463
11 H 1.8440 1.1780 0.3521  0.2167
12 H 1.3847 -0.5556 0.1132  0.2201
13 H -0.2177 0.1440 -1.3882  0.2025
14 H -1.8328 1.9988 -0.1066  0.2640
15 H -0.6149 2.6084 0.9992  0.2560
16 H -1.5501 3.7466 0.0283  0.2496
17 H 2.2860 5.6827 0.0355  -0.1830
18 H 0.3410 5.6178 -1.3593  -0.1956
19 H 2.6074 5.4253 -2.2814  -0.1862
20 H 0.3472 3.0292 -4.3536  -0.0179
21 H -1.2012 4.4583 -3.3106  -0.0286
22 C -3.0227 2.1238 2.6847  -0.2228
23 Cl -3.8431 2.0469 4.2518  0.0708
24 Cl -2.4235 3.7669 2.4186  0.0579
25 Cl -1.6583 0.9978 2.6630  0.0528
26 Cl -4.1583 1.7014 1.3950  0.0577
27 C 5.2862 2.2157 0.3491  -0.2205
28 Cl 4.7222 3.4953 -0.7309  0.0630
29 Cl 4.2024 2.0995 1.7418  0.0541
30 Cl 5.2930 0.6781 -0.5253  0.0550
31 Cl 6.9204 2.5861 0.9087  0.0623
32 C -2.5976 3.4686 -7.0405  -0.2191
33 Cl -3.6097 2.1036 -7.5171  0.0540
34 Cl -3.6227 4.8284 -6.5606  0.0403
35 Cl -1.5880 2.9859 -5.6558  0.0836
36 Cl -1.5852 3.9572 -8.4210  0.0280
37 C 2.3436 -3.0595 -2.9195  -0.2188
38 Cl 2.9538 -4.1416 -4.1766  0.0578
39 Cl 0.8985 -2.2290 -3.5062  0.0760
40 Cl 1.9256 -3.9945 -1.4755  0.0423
41 Cl 3.5953 -1.8776 -2.5085  0.0490
42 C -4.0425 -2.0315 4.7620  -0.2224
43 Cl -4.4799 -0.8279 3.5443  0.0548
44 Cl -5.1561 -1.9237 6.1314  0.0548
45 Cl -4.1352 -3.6481 4.0480  0.0577
46 Cl -2.3943 -1.7175 5.3204  0.0514
47 C 1.3470 -7.4923 1.3584  -0.2215
48 Cl 0.7887 -6.9298 2.9367  0.0541
49 Cl 0.1177 -8.5277 0.6232  0.0567
50 Cl 1.6151 -6.0757 0.3321  0.0456
51 Cl 2.8529 -8.3995 1.5409  0.0576
52 C -1.2932 -6.1296 6.2013  -0.2276
53 Cl 0.2988 -6.5521 6.8446  0.0563
54 Cl -2.0671 -7.5771 5.5452  0.0578
55 Cl -2.2951 -5.4577 7.4939  0.0575
56 Cl -1.1113 -4.9286 4.9192  0.0599

**Energy**: -393046.82462 eV
**LUMO level**: -0.12 eV
**HOMO**: -9.143 eV


No. 5
Computed, not measured: 2 unconnected molecules or ions with the total composition C10H12ClN3S at a distorted geometry, with ωB97M-V/def2-TZVPD.

Last column: Löwdin spin population.
Cartesian coordinates (Å):
1 C -3.4544 -0.6524 1.2428  0.0409
2 C -2.2503 -1.1315 1.5564  -0.0253
3 C -3.3258 -0.1652 -0.0622  0.0552
4 C 3.9572 -0.7810 -1.3657  0.0000
5 C -4.3253 0.5183 -0.8288  0.5676
6 C 3.3120 -0.3109 -0.2778  0.0000
7 C -0.0873 -1.2138 0.3855  0.0209
8 C 2.8041 1.0244 -0.0084  0.0002
9 C 1.7090 1.0028 0.9502  0.0002
10 C 0.5251 1.6400 0.6896  -0.0001
11 N -2.0571 -0.2880 -0.4623  0.1520
12 N 0.3216 -0.9796 -0.8402  0.0164
13 N -1.4277 -0.9180 0.4815  0.0566
14 S -5.9109 0.3930 -0.4013  1.0572
15 Cl -0.0615 2.5007 -0.7311  0.0017
16 H -4.3658 -0.3278 1.7270  0.0146
17 H -1.8873 -1.5274 2.5234  -0.0017
18 H 4.1466 -1.8750 -1.3791  0.0000
19 H 4.3665 -0.2378 -2.1323  0.0000
20 H -4.0007 1.0505 -1.6535  0.0424
21 H 3.2128 -0.8816 0.5706  0.0000
22 H 2.5115 1.5314 -0.9246  0.0000
23 H 3.6141 1.6704 0.5167  0.0001
24 H 1.9697 0.3774 1.8569  -0.0001
25 H 1.2810 -1.2108 -0.9719  0.0004
26 H -0.3178 1.2868 1.1856  0.0002
27 H -0.2596 -0.4948 -1.6470  0.0008

**⟨S²⟩**: 2.02
**Energy**: -38385.50711 eV
**LUMO level (spin up / spin down)**: 0.81 / -2.62 eV
**HOMO (spin up / spin down)**: -7.029 / -8.676 eV
**2S+1**: 3


No. 6
Computed, not measured: a gas-phase ion, C10H12ClN4 (charge +1) at a distorted geometry, with ωB97M-V/def2-TZVPD.

Last column: natural (NBO) charge in e.
Cartesian coordinates (Å):
1 C -0.6219 2.0339 0.5323  0.2236
2 C 2.1720 1.1784 0.3857  -0.1335
3 C 3.4379 0.7125 0.4295  -0.2394
4 C 1.6857 -0.8223 -0.8712  0.0031
5 C 1.2107 0.3700 -0.2772  -0.1238
6 C 3.8868 -0.4395 -0.2810  0.1983
7 C -2.1538 -0.6435 0.5949  0.6134
8 C -2.4301 -1.8165 1.5441  -0.6506
9 C -0.7006 0.7722 -1.7240  -0.5894
10 C -0.2382 0.7208 -0.2656  0.0524
11 N -1.0179 2.8586 1.2081  -0.2395
12 N 2.9689 -1.1743 -0.9472  -0.3946
13 N -3.1391 -0.0396 -0.0748  -0.7174
14 N -0.8660 -0.3678 0.4385  -0.5407
15 Cl 5.5475 -0.8950 -0.3636  0.0947
16 H 1.8324 2.1007 0.7159  0.2345
17 H 4.1319 1.3055 0.9801  0.2435
18 H 1.1528 -1.6318 -1.2625  0.2114
19 H -3.2262 -2.4225 1.3263  0.2507
20 H -2.4333 -1.4976 2.5687  0.2754
21 H -1.5624 -2.3767 1.4825  0.2339
22 H -1.7886 0.8463 -1.8126  0.2008
23 H -0.2732 1.7385 -2.0375  0.2488
24 H -0.3371 0.0168 -2.2940  0.2370
25 H -4.0456 -0.3803 -0.1256  0.4331
26 H -3.0235 0.9004 -0.4680  0.4302
27 H -0.1690 -1.0471 0.5982  0.4441

**ΔE to the lowest compared entry with this formula, charge and spin**: 0.0 kJ/mol
**Total charge**: +1
**Structure (SMILES)**: C/C(N)=[NH+]/[C@@](C)(C#N)c1ccc(Cl)nc1
**Energy**: -29039.59266 eV
**LUMO level**: -3.89 eV
**HOMO**: -12.766 eV


What is the energy in the third record? -93990.13358 eV


Which value of energy does entry 3 give? -93990.13358 eV